[1]
The following is a quantum chemistry calculation of a molecular structure, C5H12I2N, from OMol25.

Results
- Orbital gap (alpha / beta): 8.125 / 7.474 eV
- Charge: +1
- Energy relative to the best compared isomer or geometry (same formula, charge and spin): 3.919 eV
- E_HOMO (alpha / beta): -12.5211 / -11.9337 eV

```
20
C5H12I2N (ωB97M-V with the def2-TZVPD basis set)
C -1.76176 0.66716 0.32565
C -0.59150 -0.62593 -1.55999
C -0.50302 -0.25084 -0.02138
C 0.71189 0.48218 0.39246
C 2.90437 -0.26676 -0.68576
N 0.93327 0.60566 1.77361
I 3.96180 1.37480 -0.23801
I 3.29470 -2.15547 0.26442
H -1.74081 0.75846 1.40234
H -1.63569 1.57919 -0.18390
H -2.67971 0.21254 -0.06547
H 0.35054 -0.42182 -1.99573
H -1.32454 -0.07828 -2.16604
H -0.80321 -1.62768 -1.79892
H -0.62715 -1.20380 0.65418
H 0.83460 1.44792 -0.06626
H 2.43621 -0.52139 -1.66189
H 0.16570 1.08205 2.31773
H 1.80441 1.24157 1.92562
H 0.88838 -0.32322 2.23298
```

[2]
The following is a quantum chemistry calculation of 11 unconnected molecules or ions with the total composition C5H35N3O10, from OMol25.

Results
- SMILES: CN[C@@H](C)CNCN.O.O.O.O.O.O.O.O.O.O
- Orbital gap: 8.384 eV
- Energy relative to the best compared isomer or geometry (same formula, charge and spin): 2.258 eV
- E_HOMO: -8.3641 eV

```
53
C5H35N3O10 (ωB97M-V with the def2-TZVPD basis set)
C 1.26863 2.74374 0.41381
N -0.07511 2.84254 0.97100
C -0.75915 1.57635 1.22976
C -0.32251 0.91673 2.55641
C -2.27748 1.78956 1.07659
N -2.67876 2.52012 -0.11425
C -2.70160 1.85043 -1.40272
N -1.38804 1.71511 -2.04542
H 2.00246 2.42771 1.15547
H 1.53456 3.68030 -0.08491
H 1.22969 2.01996 -0.40308
H -0.16914 3.42187 1.79411
H -0.50502 0.89780 0.40575
H 0.21657 1.58439 3.23424
H -1.16997 0.57063 3.15062
H 0.39960 0.14116 2.31627
H -2.66500 2.30124 1.97233
H -2.92413 0.91281 1.08853
H -2.23377 3.42623 -0.12389
H -3.42566 2.38422 -2.02329
H -3.10884 0.85474 -1.24791
H -0.80845 2.53769 -1.90861
H -0.88717 1.00480 -1.52346
O -3.15971 -0.68846 2.73309
H -2.72489 -0.83403 1.88183
H -3.17845 -1.55772 3.14068
O 0.48061 -4.05742 -1.23817
H 0.51363 -3.77328 -0.30326
H 1.38484 -4.26084 -1.47505
O 0.54593 -0.87075 -1.91230
H 0.01891 -0.63735 -2.70913
H -0.14906 -1.17577 -1.27953
O -1.49058 -1.61381 -0.21170
H -1.56038 -2.54371 -0.42696
H -0.74329 -1.64458 0.42248
O 1.36944 -2.18960 3.81713
H 1.40817 -1.36501 4.31312
H 2.28853 -2.37120 3.58130
O 0.46080 -2.86234 1.29482
H 1.24068 -2.28941 1.43402
H 0.67221 -3.58781 1.89464
O -0.94479 -0.28350 -4.32363
H -0.31037 0.29243 -4.78476
H -1.31928 0.45909 -3.79217
O 2.81281 1.21707 -3.32097
H 1.95438 0.75765 -3.26001
H 3.21529 0.59183 -2.69544
O 3.11735 -1.38137 -1.63004
H 2.20690 -1.06262 -1.85918
H 3.74626 -0.66804 -1.74490
O 3.12592 -1.81067 1.09296
H 3.20990 -1.26939 0.26931
H 3.25655 -2.63950 0.60449
```

[3]
The following is a quantum chemistry calculation of a molecular structure, C2H6CdFO2, from OMol25.

Results
- Multiplicity: 2
- Orbital gap (alpha / beta): 8.325 / 8.827 eV
- E_HOMO (alpha / beta): -7.6035 / -9.8972 eV

```
12
C2H6CdFO2 (ωB97M-V with the def2-TZVPD basis set)
C 0.26894 0.98883 -1.50283
O 0.40764 0.10856 -0.40841
C -0.76352 -0.58573 0.04769
O -0.29844 -1.44244 1.00700
Cd 1.81869 -0.88484 0.75264
H 1.25361 1.44464 -1.64988
H -0.02274 0.42464 -2.40080
H -0.48317 1.75432 -1.26404
H -1.20272 -1.10684 -0.82119
H -1.45789 0.16911 0.45992
H -0.19085 -0.69032 2.57588
F 0.67044 -0.17994 3.20402
```

[4]
The following is a quantum chemistry calculation of C4H8FN3 in the gas phase, from OMol25.

Results
- SMILES: [H]/N=C(/CF)N(N)C=C
- Orbital gap: 9.279 eV
- Energy relative to the best compared isomer or geometry (same formula, charge and spin): 3.572 eV
- E_HOMO: -8.6353 eV

```
16
C4H8FN3 (ωB97M-V with the def2-TZVPD basis set)
H 0.97055 -2.41742 -0.37259
N -0.00244 -2.24252 -0.21828
C -0.16449 -0.97562 0.16598
C -1.57410 -0.37636 0.54561
F -2.15370 0.37353 -0.42414
N 0.75678 0.00088 0.11894
N 2.05065 -0.53316 -0.26210
C 0.95129 1.32965 0.49278
C 0.08166 2.21920 -0.30535
H -1.43361 0.25578 1.39993
H -2.20903 -1.29431 0.72027
H 2.79738 -0.27553 0.43087
H 2.44351 0.05467 -1.10633
H 1.83053 1.46983 1.24466
H -0.58114 1.84888 -1.29383
H 0.16404 3.23877 -0.06976
```

It is found that the F_max values, taken in the order of the records, are 3.312; 1.659; 4.610; 5.882 eV/Å.
It is found that the electronic energy values, taken in the order of the records, are -23060.4073; -30698.2605; -13545.4288; -11461.2290 eV.